Molecular formula: C46H34ClIO3P2RhS
Method: DFT, ωB97M-V with the def2-TZVPD basis set

Geometry as XYZ:
```
89
Properties=species:S:1:pos:R:3
C -0.23798 3.93875 -0.67054
C 4.01797 -5.23584 -0.80079
H -1.50003 -3.66553 3.66973
C 2.98152 2.48339 0.85596
C -3.48264 -3.38435 -0.39987
C 1.50507 -2.09113 3.69952
H 4.28312 2.07695 -2.75560
C -4.03367 -0.67265 -0.08244
H -6.84318 -1.96298 1.38336
H -1.68158 -2.74125 -1.38862
H 1.25503 4.04695 -2.22041
C 4.80901 2.47784 -0.71300
H 5.03464 2.73624 1.40537
C -0.56667 -1.72283 -4.96377
C -0.01084 5.75654 -2.25038
C 2.07550 2.29235 -0.18642
C -1.30698 4.62570 -0.08505
C 0.10666 -0.67033 -2.91632
C 1.63785 -1.81713 2.34453
O 4.37013 -0.78528 -0.01426
P 0.77008 -1.99590 -0.45349
C 0.48606 3.88955 2.34519
H -5.31414 -3.76478 0.61771
H -1.18016 1.35665 4.72529
H 5.27167 -3.52060 -1.19604
C 4.34066 2.58144 0.58798
H 0.43464 -4.03931 -2.70503
C -2.56394 -2.40602 -0.86022
C 0.62762 -2.21676 1.47966
C -0.62066 -3.15241 3.29996
C -6.51078 0.10672 1.00617
C -6.16778 -1.21554 0.98345
H 0.30938 0.24533 -2.35962
H 0.69643 -5.11786 -0.06750
C 3.21513 -3.00365 -0.83582
H 1.88703 1.85890 -2.29137
H -3.27294 -4.43131 -0.58799
C 0.35611 4.19499 3.68708
C 0.38099 -2.75830 4.17569
C -0.71021 2.07671 4.06703
C -5.65581 1.07496 0.43373
H 2.64308 2.54908 1.87954
C -1.07755 6.42035 -1.66782
H 0.28872 -2.97259 5.23302
C 1.92930 -3.41999 -0.54770
C -1.72237 5.85284 -0.57736
O 1.95811 -0.83223 -0.41555
P 0.26070 2.30511 0.03881
H -1.80078 4.21717 0.78545
C -4.46322 0.66528 -0.07915
C -4.94479 -1.64275 0.41154
S 3.43617 -1.26055 -0.97813
H -2.54726 6.36922 -0.10149
C -2.78245 -1.08077 -0.60377
Cl -1.22797 0.26597 2.17305
H -5.95436 2.11415 0.39176
H 0.95522 4.59921 1.67551
C 2.56420 2.11022 -1.48082
Rh -0.96774 0.18624 -0.35713
H -1.40005 7.38015 -2.05280
O 3.53037 -0.86357 -2.34273
C 2.73317 -5.67036 -0.47833
C 0.40878 4.52710 -1.75624
C 0.02811 2.67228 1.82747
H 4.81932 -5.95437 -0.90488
H -0.41357 -3.86277 -5.00142
H 2.55213 -6.72634 -0.31918
C -0.50445 -2.86894 1.94287
C 3.92016 2.22071 -1.74559
I -3.21031 2.00248 -1.09921
C -0.57744 1.79294 2.71595
H 0.51125 6.19885 -3.09024
H 2.51664 -1.30043 1.97208
C 1.68713 -4.77107 -0.34206
C -0.37181 -0.57075 -4.21387
H -0.34108 3.51295 5.60386
C -0.23871 3.28235 4.55062
H 2.28656 -1.78497 4.38454
C 0.21173 -3.06238 -3.11405
H -7.45297 0.42406 1.43470
C 0.41489 -1.91100 -2.36220
H 5.86951 2.55891 -0.91619
H -0.94241 -1.65324 -5.97682
C -0.27106 -2.96283 -4.41517
C -4.61980 -3.01535 0.25549
H 0.71759 5.14481 4.06018
C 4.27672 -3.88712 -0.97192
H -1.29716 -3.14802 1.25529
H -0.58252 0.40177 -4.64278
```

Output
Expectation value of S²: 6.019
Calculated total energy in eV: -107431.4434
Multiplicity: 5
HOMO energy (spin up / spin down) in eV: -9.125 / -10.651
LUMO energy (spin up / spin down) in eV: -2.38 / -4.63
Net charge: +1
ΔE to the lowest compared entry with this formula, charge and spin in eV: 2.212